Formula: C17H17IrN4OS2
Source: the OMol25 dataset
Level of theory: ωB97M-V/def2-TZVPD

Properties
Max |F| in eV/A: 0.11
ΔE to the lowest compared entry with this formula, charge and spin in kcal per mole: 0.0
Gap between HOMO and LUMO (spin up / spin down) in eV: 7.0 / 5.5

ORCA input file:
```
! wB97M-V def2-TZVPD RIJCOSX def2/J DEFGRID3
* xyz 3 2
Ir -0.897 -0.097 -0.701
S -4.649 0.076 0.415
S -2.516 -1.538 -1.131
O 0.368 -1.689 -0.611
N 0.385 -1.055 1.617
N -0.410 -0.037 1.148
N -5.110 -1.464 -1.554
N -1.822 1.674 -0.221
C 0.741 -1.837 0.625
C -2.732 4.063 0.832
C -0.409 1.185 3.268
C 2.159 -3.740 -0.079
C 3.444 -4.977 1.617
C -1.598 1.974 1.094
C -0.790 0.992 1.853
C -2.460 2.546 -0.994
C -6.477 -1.218 -1.052
C -6.374 0.051 -0.212
C -4.138 -0.958 -0.847
C 3.048 -4.751 0.249
C -2.046 3.153 1.643
C 2.945 -4.187 2.636
C -2.931 3.760 -0.498
C 1.664 -2.947 0.937
C 2.064 -3.177 2.313
H -7.159 -1.096 -1.890
H 3.240 -4.355 3.662
H -6.783 -2.082 -0.460
H 0.137 0.327 3.647
H -6.532 0.956 -0.794
H -7.050 0.038 0.638
H 4.141 -5.778 1.831
H -1.855 3.382 2.682
H -4.942 -2.111 -2.317
H 1.653 -2.536 3.081
H 0.215 2.078 3.361
H 3.461 -5.388 -0.523
H -3.436 4.445 -1.165
H -2.594 2.270 -2.032
H 1.866 -3.569 -1.104
H -3.084 4.999 1.245
H -1.304 1.346 3.873
*
```